Record 1
A 2-piece molecular cluster, C5H15N2O overall at a distorted geometry. Source: the Open Molecules 2025 dataset; level of theory: ωB97M-V/def2-TZVPD.

Last column: natural (NBO) charge in e.
Positions of all 23 atoms, in Å:
C: 0.938 -2.943 0.456  -0.625
C: -0.340 -2.167 0.568  -0.405
C: -0.747 -1.173 -0.617  -0.420
C: 0.371 -0.173 -0.765  -0.243
N: 1.233 2.677 -0.273  -0.743
C: 0.421 2.042 0.626  0.421
N: 0.022 0.834 0.336  -0.519
H: 0.949 -3.529 -0.526  0.216
H: 1.808 -2.276 0.454  0.197
H: 0.958 -3.683 1.338  0.248
H: -1.272 -2.831 0.840  0.227
H: -0.286 -1.662 1.474  0.194
H: -0.916 -1.783 -1.485  0.244
H: -1.762 -0.673 -0.375  0.209
H: 0.700 0.286 -1.703  0.225
H: 1.284 -0.795 -0.507  0.234
H: 1.761 2.207 -0.902  0.412
H: 1.402 3.656 0.047  0.423
H: 0.114 2.768 1.420  0.250
H: -0.900 0.658 0.767  0.440
H: -1.578 3.429 -0.304  0.471
H: -2.444 2.585 -0.736  0.491
O: -1.718 2.544 -0.132  -0.947

The total energy comes out at -383.9544 hartree. As for the total charge: +1. Its multiplicity is 1. The energy above the lowest of the compared OMol25 structures with the same formula, charge and spin is 253.7 kJ/mol. The lowest unoccupied orbital energy comes out at -3.3 eV. The HOMO energy comes out at -14.3 eV.

***

Record 2
C12H28LiO4 as an isolated structure at a distorted geometry. Source: the Open Molecules 2025 dataset; level of theory: ωB97M-V/def2-TZVPD.

Last column: Löwdin spin population.
Positions of all 45 atoms, in Å:
Li: 0.915 0.264 0.110  -0.002
C: -0.390 3.979 0.209  0.007
C: -0.018 4.157 -1.251  0.002
C: 0.692 2.909 -1.616  0.011
O: 0.205 1.899 -0.649  0.117
C: -0.697 2.474 0.259  0.027
H: -1.256 4.578 0.489  0.000
H: 0.423 4.055 0.930  0.001
H: 0.627 5.012 -1.458  0.000
H: -0.870 4.075 -1.926  0.001
H: 1.762 2.967 -1.414  0.007
H: 0.536 2.509 -2.617  0.004
H: -0.492 1.925 1.178  0.002
H: -1.629 2.084 -0.150  0.018
C: -3.309 -1.112 -1.205  0.015
C: -3.313 -1.398 0.289  0.007
C: -1.851 -1.489 0.698  0.045
O: -1.101 -0.644 -0.239  0.523
C: -1.859 -0.631 -1.482  0.079
H: -3.982 -0.333 -1.565  0.006
H: -3.627 -2.011 -1.733  0.003
H: -3.855 -2.276 0.642  0.000
H: -3.836 -0.530 0.693  0.000
H: -1.498 -2.518 0.769  0.028
H: -1.849 -1.012 1.678  0.014
H: -1.388 -1.231 -2.261  0.049
H: -1.854 0.373 -1.908  0.031
C: 3.330 -2.481 -1.447  0.000
C: 1.873 -2.140 -1.072  0.000
O: 1.676 -0.797 -1.396  0.005
H: 3.664 -3.489 -1.203  0.000
H: 4.046 -1.894 -0.872  0.000
H: 3.528 -2.289 -2.502  0.000
H: 1.687 -2.314 -0.012  0.000
H: 1.086 -2.599 -1.672  0.000
H: 1.951 -0.546 -2.280  0.000
C: 0.936 -2.012 2.885  0.000
C: 1.581 -0.632 3.033  0.000
O: 1.122 0.221 2.040  0.000
H: 1.015 -2.714 3.716  0.000
H: 1.154 -2.534 1.954  0.000
H: -0.153 -2.027 2.932  0.000
H: 2.669 -0.678 3.002  0.000
H: 1.266 -0.253 4.005  0.000
H: 1.084 1.101 2.420  0.000

The total energy comes out at -781.8382 hartree. As for the total charge: +2. Its multiplicity is 2. The lowest unoccupied orbital energy (alpha / beta) comes out at -5.4 / -12.4 eV. The HOMO energy (alpha / beta) comes out at -17.3 / -16.6 eV.

***

Record 3
C53H68BCsGeN7O4P2S2Si3Te as an isolated structure at a distorted geometry. Source: the Open Molecules 2025 dataset; level of theory: ωB97M-V/def2-TZVPD.

Last column: Löwdin spin population.
Positions of all 143 atoms, in Å:
Cs: 0.240 -0.154 -0.069  0.023
C: -3.479 -3.439 -1.470  0.000
C: -3.331 -2.798 -0.139  0.001
N: -2.659 -1.691 0.099  0.004
C: -2.769 -1.469 1.447  0.001
C: -3.523 -2.450 2.025  0.001
N: -3.887 -3.279 0.996  0.000
C: -3.943 -2.794 3.397  0.000
O: -3.542 -1.983 4.343  0.001
O: -4.613 -3.793 3.589  0.000
C: -2.180 -0.268 2.114  0.014
O: -2.281 -0.198 3.366  0.012
O: -1.641 0.589 1.377  0.091
H: -2.754 -2.993 -2.147  0.000
H: -4.479 -3.278 -1.877  0.000
H: -3.296 -4.513 -1.413  0.000
H: -4.414 -4.126 1.139  0.000
H: -2.992 -1.216 3.929  0.000
Te: 3.641 -4.061 -2.870  0.000
C: 3.352 -6.143 -3.097  0.000
C: 4.425 -7.015 -3.239  0.000
C: 4.180 -8.370 -3.388  0.000
N: 2.965 -8.912 -3.411  0.000
C: 1.943 -8.065 -3.285  0.000
C: 2.077 -6.696 -3.130  0.000
C: 1.877 -3.651 -1.794  0.000
P: 0.751 -2.480 -2.516  0.000
C: 1.618 -1.057 -3.326  0.000
C: 2.950 -0.731 -3.116  0.000
C: 3.555 0.282 -3.847  0.000
C: 2.828 0.993 -4.786  0.000
C: 1.478 0.716 -4.965  0.000
C: 0.878 -0.293 -4.233  0.000
C: 0.288 -3.402 -4.051  0.000
C: -0.728 -4.350 -3.932  0.000
C: -1.070 -5.183 -4.984  0.000
C: -0.390 -5.085 -6.191  0.000
C: 0.624 -4.150 -6.325  0.000
C: 0.959 -3.315 -5.268  0.000
P: 2.240 -3.244 -0.048  0.000
C: 0.676 -3.754 0.830  0.000
C: -0.298 -4.571 0.266  0.000
C: -1.316 -5.093 1.050  0.000
C: -1.394 -4.783 2.402  0.000
C: -0.449 -3.938 2.965  0.000
C: 0.576 -3.430 2.181  0.000
C: 3.174 -4.756 0.490  0.000
C: 4.367 -4.622 1.188  0.000
C: 5.109 -5.736 1.560  0.000
C: 4.662 -7.005 1.229  0.000
C: 3.466 -7.153 0.535  0.000
C: 2.731 -6.037 0.177  0.000
H: 5.446 -6.653 -3.208  0.000
H: 5.011 -9.063 -3.483  0.000
H: 0.953 -8.510 -3.312  0.000
H: 1.209 -6.058 -3.015  0.000
H: 3.518 -1.249 -2.348  0.000
H: 4.588 0.543 -3.658  0.000
H: 3.296 1.799 -5.336  0.000
H: 0.891 1.299 -5.664  0.000
H: -0.175 -0.513 -4.383  0.000
H: -1.242 -4.448 -2.983  0.000
H: -1.863 -5.911 -4.862  0.000
H: -0.647 -5.735 -7.018  0.000
H: 1.172 -4.076 -7.257  0.000
H: 1.759 -2.596 -5.390  0.000
H: -0.227 -4.807 -0.790  0.000
H: -2.056 -5.749 0.605  0.000
H: -2.203 -5.174 3.007  0.000
H: -0.520 -3.665 4.010  0.000
H: 1.327 -2.783 2.627  0.000
H: 4.727 -3.631 1.440  0.000
H: 6.041 -5.609 2.096  0.000
H: 5.242 -7.877 1.504  0.000
H: 3.115 -8.139 0.259  0.000
H: 1.810 -6.154 -0.377  0.000
C: 4.031 -0.530 2.969  0.000
N: 4.433 0.105 1.741  0.000
C: 4.749 -0.550 0.567  0.000
C: 5.000 0.410 -0.347  0.000
N: 4.841 1.637 0.252  0.000
B: 5.108 2.968 -0.510  0.000
N: 3.929 3.956 -0.310  0.000
C: 4.024 5.110 0.427  0.000
C: 2.886 5.819 0.268  0.000
N: 2.077 5.066 -0.562  0.000
C: 0.811 5.467 -1.114  0.000
C: 2.725 3.925 -0.911  0.000
S: 2.093 2.756 -1.972  0.002
C: 4.498 1.455 1.539  0.000
S: 4.223 2.630 2.731  0.000
H: 4.661 -1.402 3.151  0.000
H: 2.986 -0.848 2.922  0.000
H: 4.149 0.193 3.775  0.000
H: 4.736 -1.620 0.482  0.000
H: 5.278 0.332 -1.380  0.000
H: 5.199 2.678 -1.681  0.000
H: 6.110 3.506 -0.085  0.000
H: 4.893 5.304 1.027  0.000
H: 2.559 6.749 0.693  0.000
H: 0.510 6.404 -0.647  0.000
H: 0.061 4.701 -0.923  0.000
H: 0.887 5.592 -2.197  0.000
C: -4.609 5.078 0.811  0.030
Si: -3.242 3.832 1.217  0.070
C: -3.606 3.114 2.912  -0.001
C: -1.674 4.856 1.337  0.000
Ge: -3.121 2.088 -0.408  0.486
Si: -5.243 0.987 -0.171  0.068
C: -5.409 -0.429 -1.417  0.000
C: -6.715 2.114 -0.564  0.027
C: -5.585 0.367 1.585  -0.001
Si: -3.080 2.754 -2.715  0.107
C: -4.601 3.706 -3.312  0.039
C: -2.974 1.168 -3.728  0.003
C: -1.597 3.805 -3.165  0.001
H: -4.521 5.930 1.491  0.005
H: -5.603 4.653 0.932  0.000
H: -4.526 5.451 -0.209  0.001
H: -3.375 3.853 3.684  0.000
H: -3.010 2.223 3.105  0.000
H: -4.657 2.836 3.009  0.000
H: -1.734 5.505 2.214  0.000
H: -1.556 5.486 0.456  0.000
H: -0.780 4.241 1.435  0.000
H: -5.935 -0.080 -2.308  0.000
H: -5.979 -1.258 -0.992  0.000
H: -4.437 -0.805 -1.723  0.000
H: -6.686 2.486 -1.585  0.000
H: -6.777 2.972 0.102  0.000
H: -7.630 1.527 -0.442  0.004
H: -4.715 0.394 2.234  0.000
H: -5.951 -0.661 1.568  0.000
H: -6.352 0.992 2.047  0.000
H: -5.489 3.079 -3.340  0.000
H: -4.410 4.068 -4.326  0.007
H: -4.819 4.566 -2.680  0.001
H: -3.905 0.603 -3.698  0.000
H: -2.186 0.521 -3.341  0.002
H: -2.741 1.393 -4.772  0.000
H: -1.666 4.804 -2.732  0.000
H: -1.560 3.914 -4.253  0.000
H: -0.654 3.363 -2.840  0.000

The total energy comes out at -7482.4980 hartree. As for the total charge: -2. Its multiplicity is 2. The energy above the lowest of the compared OMol25 structures with the same formula, charge and spin is 92.2 kJ/mol. The lowest unoccupied orbital energy (alpha / beta) comes out at 3.3 / 3.1 eV. The HOMO energy (alpha / beta) comes out at -2.6 / -2.6 eV.